DFT (ωB97M-V with the def2-TZVPD basis set) results for a molecular structure, C42H34GeN5O2ReS3 in a non-equilibrium geometry.

Output
- charge = +2
- gap between HOMO and LUMO (Eh) = 0.22381
- E_LUMO (eV) = -7.4

XYZ file:
```
88
Properties=species:S:1:pos:R:3:forces:R:3:mulliken_charge:R:1
Re -0.28880 -0.39351 -0.00222 0.5 0.8 -1.0 2.095
C 1.77640 4.30558 -2.91474 0.0 0.0 0.0 -0.853
S 1.56779 2.57326 -3.36972 0.0 -0.1 0.0 0.096
C 1.03595 1.88485 -1.89137 0.1 0.0 -0.2 0.508
S 1.12013 0.12532 -1.86541 0.0 -0.2 0.0 -0.441
N 0.65602 2.56577 -0.87380 -0.4 0.0 0.4 -1.057
N 0.41047 1.71241 0.18142 0.4 -0.3 -0.2 0.154
C 0.59193 2.14100 1.36717 0.1 0.2 0.3 -0.552
C 0.86347 1.09225 2.33973 -0.1 0.0 -0.2 0.686
C 1.29435 1.31062 3.62230 0.0 0.0 0.2 -0.971
C 1.88234 0.25315 4.31586 0.0 0.0 0.0 -0.403
C 2.05388 -0.95743 3.67424 0.0 0.0 0.0 -0.852
C 1.53543 -1.11949 2.40127 0.0 0.2 -0.2 -0.093
N 0.91288 -0.12945 1.75729 0.0 -0.3 0.4 -0.204
H 1.83358 4.84969 -3.85471 0.0 0.0 0.0 0.399
H 2.70074 4.42862 -2.35732 0.0 0.0 0.0 0.293
H 0.92317 4.64437 -2.33553 0.0 0.0 0.0 0.278
H 0.76842 3.19211 1.56749 0.0 0.0 0.0 0.621
H 1.19717 2.29423 4.06202 0.1 0.0 0.0 0.538
H 2.23480 0.39529 5.32865 0.0 0.0 0.0 0.485
H 2.55917 -1.78594 4.14998 0.0 0.0 0.0 0.492
H 1.62486 -2.05972 1.88168 -0.1 0.0 0.0 0.807
O -1.18035 -0.98985 3.02744 0.0 0.1 0.1 -0.416
S -1.42240 -2.28288 2.45117 -0.2 0.1 -0.4 1.560
O -2.75700 -2.78791 2.49636 -0.1 0.0 0.0 -0.551
N -0.91034 -2.18638 0.84381 -0.1 -0.5 0.2 -0.339
C -1.50378 -3.17234 -0.02404 0.3 0.4 0.4 0.029
C -1.92569 -4.42680 0.32607 0.0 -0.2 0.1 -0.180
C -2.46972 -5.29618 -0.64398 0.0 0.0 0.1 -1.167
C -2.59565 -4.91140 -1.94509 0.0 0.0 0.0 -1.020
C -2.17377 -3.61875 -2.32841 -0.1 -0.1 -0.1 1.456
C -2.28260 -3.12998 -3.64365 0.0 -0.1 0.0 -0.832
C -1.88329 -1.85467 -3.92464 0.0 0.1 0.0 -1.022
C -1.34108 -1.06595 -2.90767 -0.2 0.0 0.1 0.282
N -1.19056 -1.49841 -1.66252 0.1 -0.5 0.0 -0.213
C -1.62492 -2.76696 -1.35427 0.0 0.4 -0.2 -0.376
C -0.38646 -3.49161 3.19895 0.0 -0.2 0.1 0.820
C 0.59498 -4.19110 2.50598 -0.1 -0.1 0.1 -0.149
C 1.28858 -5.20216 3.15701 0.0 0.0 0.0 -1.052
C 0.98648 -5.51491 4.47513 0.0 0.0 0.0 -0.529
C 0.00083 -4.81162 5.15724 0.0 0.0 0.0 -0.760
C -0.69464 -3.79616 4.52418 0.1 0.1 -0.1 -0.870
H -1.86434 -4.76970 1.34812 0.0 0.0 -0.1 0.581
H -2.79166 -6.28078 -0.33372 0.0 0.0 0.0 0.453
H -3.01523 -5.57557 -2.68922 0.0 0.0 0.0 0.488
H -2.68850 -3.77007 -4.41767 0.0 0.0 0.0 0.508
H -1.96958 -1.43648 -4.91744 0.0 0.0 0.0 0.482
H -1.02299 -0.05951 -3.11968 0.0 0.0 0.0 0.405
H 0.79962 -3.97561 1.46533 0.0 0.0 0.0 0.276
H 2.05550 -5.75245 2.62867 0.0 0.0 0.0 0.475
H 1.51003 -6.32290 4.96864 0.0 0.0 0.0 0.443
H -0.23490 -5.06291 6.18245 0.0 0.0 0.0 0.461
H -1.47251 -3.24966 5.04247 0.0 0.0 0.0 0.503
C -1.73252 0.51334 -0.10302 -0.3 -0.1 0.4 -0.359
Ge -3.64913 1.11745 -0.20243 -0.4 0.0 -0.3 2.200
C -4.15535 1.68930 1.55012 0.2 0.0 0.3 -0.011
C -5.46261 2.13747 1.74536 0.0 0.0 0.1 -0.401
C -5.87672 2.53837 3.00803 0.0 0.0 0.0 -0.778
C -4.99363 2.48949 4.07867 0.0 0.0 0.0 -0.648
C -3.69839 2.02625 3.89593 0.0 0.0 0.0 -0.656
C -3.27913 1.62496 2.63491 -0.1 0.1 -0.1 0.253
C -4.49245 -0.54457 -0.69358 -0.1 -0.2 -0.1 0.125
C -4.79429 -1.45036 0.32558 0.0 -0.1 -0.2 -0.357
C -5.52615 -2.59688 0.04677 0.1 0.0 0.0 -0.715
C -5.96728 -2.83969 -1.24637 0.0 0.0 0.0 -0.646
C -5.68138 -1.93761 -2.26504 0.0 0.0 0.0 -0.762
C -4.94221 -0.79439 -1.99472 0.0 -0.1 0.2 -0.189
C -3.78724 2.45566 -1.57197 0.2 0.2 -0.2 0.271
C -4.35337 3.69335 -1.26405 0.1 0.0 -0.1 -0.664
C -4.52212 4.65200 -2.25541 0.0 0.0 0.0 -0.742
C -4.12195 4.38637 -3.55638 0.0 0.0 0.0 -0.556
C -3.54668 3.16165 -3.87281 0.0 0.0 0.0 -1.057
C -3.38071 2.20166 -2.88547 0.0 0.1 0.1 0.147
H -6.16466 2.16740 0.91918 0.0 0.0 0.0 0.540
H -6.89044 2.88615 3.15673 0.0 0.0 0.0 0.429
H -5.31951 2.80759 5.06016 0.0 0.0 0.0 0.414
H -3.01997 1.97343 4.73797 0.0 0.0 0.0 0.458
H -2.27274 1.23955 2.50309 0.0 0.0 0.0 -0.031
H -4.46518 -1.26599 1.34007 0.0 0.0 0.1 0.318
H -5.75315 -3.29390 0.84320 0.0 0.0 0.0 0.508
H -6.54960 -3.72678 -1.46043 0.0 0.0 0.0 0.431
H -6.05351 -2.11393 -3.26642 0.0 0.0 0.0 0.478
H -4.75105 -0.08780 -2.79231 0.0 0.0 0.0 0.375
H -4.66850 3.91314 -0.25104 0.0 0.0 0.0 0.412
H -4.97038 5.60591 -2.01052 0.0 0.0 0.0 0.443
H -4.26123 5.13248 -4.32758 0.0 0.0 0.0 0.433
H -3.23771 2.95518 -4.88956 0.0 0.0 0.0 0.457
H -2.94175 1.24442 -3.14453 0.0 0.0 0.0 0.106
```
Forces are in eV/Å.


DFT (ωB97M-V with the def2-TZVPD basis set) results for a molecular structure, C42H34I2N3OSb2Se5Tc.

Output
- charge = +1
- gap between HOMO and LUMO (spin up / spin down) (Eh) = 0.22008 / 0.21613
- multiplicity = 2
- E_LUMO (spin up / spin down) (eV) = -4.0 / -4.3

XYZ file:
```
90
Properties=species:S:1:pos:R:3:forces:R:3:mulliken_charge:R:1
Tc -0.63040 1.54562 1.63171 0.1 0.7 -0.2 -0.008
C -0.06011 -1.20753 -1.50105 0.0 0.0 0.0 -0.679
C 0.83906 -1.94577 -0.51268 0.0 0.1 0.0 -0.676
C 2.04889 -1.14881 -0.01822 0.0 0.0 0.0 -1.141
Sb 1.66751 0.85996 0.62752 -0.2 -0.2 -0.1 2.343
C 3.30422 1.23322 1.90547 0.1 0.0 0.0 0.194
C 3.76393 2.54506 2.02407 0.0 0.0 0.1 -0.352
C 4.76322 2.85352 2.93713 0.0 0.0 0.0 -0.710
C 5.31058 1.85215 3.73089 0.0 0.0 0.0 -0.572
C 4.86756 0.54152 3.60487 0.0 0.0 0.0 -0.780
C 3.86518 0.23256 2.69480 0.0 0.0 0.0 -0.210
C 2.21798 1.92988 -1.09719 0.0 0.1 0.0 0.889
C 3.50700 1.75723 -1.59745 0.0 0.0 0.0 -0.637
C 3.87529 2.36704 -2.78711 0.0 0.0 0.0 -0.832
C 2.95721 3.14553 -3.48131 0.0 0.0 0.0 -0.603
C 1.67461 3.32107 -2.98397 0.0 0.0 0.0 -0.577
C 1.30380 2.71542 -1.78995 -0.1 -0.1 -0.1 -0.682
Sb 0.89419 -0.75897 -3.40325 0.0 0.0 -0.1 1.163
C 1.00316 -2.82006 -3.95477 0.0 -0.1 0.0 -0.092
C 2.21771 -3.31669 -4.42518 0.0 0.0 0.0 -0.701
C 2.36635 -4.66462 -4.73401 0.0 0.0 0.0 -0.560
C 1.29718 -5.53301 -4.57271 0.0 0.0 0.0 -0.418
C 0.07924 -5.05205 -4.10475 0.0 0.0 0.0 -0.774
C -0.06414 -3.70624 -3.79757 0.0 0.0 0.0 0.043
C -0.97846 -0.28686 -4.31968 -0.1 0.0 0.0 0.033
C -1.56379 -1.07667 -5.30662 0.0 0.0 -0.1 -0.320
C -2.79070 -0.72571 -5.85865 0.0 0.0 0.0 -0.675
C -3.44719 0.41923 -5.43174 0.0 0.0 0.0 -0.507
C -2.87056 1.21823 -4.45317 0.0 0.0 0.0 -0.802
C -1.64558 0.86568 -3.90342 0.0 0.0 0.0 -0.119
H -0.45519 -0.27022 -1.09038 0.1 0.0 0.0 -0.214
H -0.92838 -1.81917 -1.75417 0.0 0.0 0.0 0.582
H 1.21438 -2.85629 -0.99151 0.0 0.0 0.0 0.610
H 0.25568 -2.28947 0.34440 0.0 0.0 0.0 0.051
H 2.78432 -1.01614 -0.81666 0.0 0.0 0.0 0.514
H 2.55481 -1.66278 0.80131 0.0 0.0 0.0 0.656
H 3.34279 3.33247 1.40780 0.0 0.0 0.0 0.451
H 5.11604 3.87350 3.02767 0.0 0.0 0.0 0.422
H 6.09133 2.09250 4.44127 0.0 0.0 0.0 0.410
H 5.30258 -0.23999 4.21543 0.0 0.0 0.0 0.422
H 3.52187 -0.79337 2.62087 0.0 0.0 0.0 0.290
H 4.23104 1.14766 -1.06594 0.0 0.0 0.0 0.393
H 4.87615 2.23124 -3.17625 0.0 0.0 0.0 0.434
H 3.24507 3.61520 -4.41333 0.0 0.0 0.0 0.403
H 0.95739 3.92439 -3.52667 0.0 0.0 0.0 0.450
H 0.29513 2.84519 -1.41587 0.0 0.0 0.0 0.095
H 3.06204 -2.64784 -4.56012 0.0 0.0 0.0 0.350
H 3.31620 -5.03351 -5.10266 0.0 0.0 0.0 0.397
H 1.40851 -6.58295 -4.81435 0.0 0.0 0.0 0.393
H -0.76051 -5.72678 -3.98440 0.0 0.0 0.0 0.397
H -1.02500 -3.34620 -3.44500 0.0 0.0 0.0 0.458
H -1.06261 -1.96978 -5.66081 0.0 0.0 0.0 0.467
H -3.23126 -1.34883 -6.62830 0.0 0.0 0.0 0.409
H -4.40238 0.69072 -5.86447 0.0 0.0 0.0 0.387
H -3.37228 2.11726 -4.11865 0.0 0.0 0.0 0.577
H -1.21107 1.50511 -3.14077 0.0 0.0 0.0 0.214
Se -2.46675 4.40837 1.69438 0.1 -0.1 0.1 0.036
Se -2.19526 6.53282 2.77595 0.0 0.1 0.0 -0.041
Se -0.08606 6.71293 3.36317 0.0 0.0 0.1 -0.175
Se -0.25076 3.84225 1.27133 0.0 -0.1 -0.1 -0.316
I -4.99243 1.60164 -1.08489 0.0 0.0 0.0 0.094
C -4.08513 0.01894 -0.10429 0.2 0.1 -0.3 -0.463
C -4.75150 -1.22092 0.02105 0.0 0.0 -0.1 -0.239
C -4.20546 -2.26956 0.70530 0.0 0.0 0.0 -0.288
I -5.25130 -4.06526 0.81302 0.0 0.0 0.0 0.106
C -2.95511 -2.10582 1.36078 0.0 0.0 0.0 1.056
C -2.33280 -3.04999 2.20279 0.0 0.0 0.0 -1.032
C -1.17457 -2.72630 2.86014 0.0 0.0 0.0 -1.228
C -0.61609 -1.45501 2.67869 0.0 0.0 0.0 -0.795
N -1.15457 -0.56014 1.87539 0.0 0.0 0.2 1.721
C -2.30156 -0.86762 1.20830 0.0 0.0 0.0 -0.745
C -2.82333 0.19035 0.41065 -0.1 -0.3 0.3 0.870
O -2.10176 1.30509 0.34246 0.0 -0.1 0.3 -0.588
H -5.72272 -1.32501 -0.44364 0.0 0.0 0.0 0.438
H -2.78886 -4.02257 2.33747 0.0 0.0 0.0 0.237
H -0.68947 -3.43043 3.52216 0.0 0.0 0.0 0.506
H 0.28907 -1.16176 3.19820 0.0 0.0 0.0 0.219
Se 1.42079 1.71177 4.57651 0.0 0.0 0.0 0.371
N -0.14137 1.52486 3.69885 -0.2 -0.2 -0.1 -0.078
C -1.10525 1.37725 4.60428 0.0 0.1 0.1 1.172
C -2.49824 1.23562 4.32907 0.0 0.0 0.0 -0.403
C -3.34497 1.09568 5.37747 0.0 0.0 0.0 -0.834
C -2.88757 1.08431 6.73894 0.0 0.0 0.0 -0.659
C -1.57999 1.23624 7.04414 0.0 0.0 0.0 -0.705
C -0.64388 1.39759 5.97383 -0.1 0.0 -0.1 0.459
N 0.64868 1.57465 6.14643 0.1 0.0 -0.1 -0.773
H -2.87257 1.26866 3.31227 0.0 0.0 0.0 0.459
H -4.40766 1.00108 5.19113 0.0 0.0 0.0 0.471
H -3.61924 0.96157 7.52645 0.0 0.0 0.0 0.409
H -1.21191 1.24687 8.06178 0.0 0.0 0.0 0.483
```
Forces are in eV/Å.


no.,E (a.u.)
1,-5394.36283
2,-15024.00564